Record 1
5
Properties=species:S:1:pos:R:3 method="wB97M-V/def2-TZVPD" relative_energy_ev=0.9633 s_squared=0.754 homo_ha="-1.1001 / -1.1420" homo_lumo_gap_ha="0.256 / 0.293" spin_multiplicity=2 charge=+3 lumo_ev="-22.98 / -23.11"
In 2.22 -1.32 0.98
N -0.58 0.33 -0.22
O -0.33 -0.83 -0.36
O -0.12 0.91 0.69
O -1.19 0.90 -1.08

---

Record 2
35
Properties=species:S:1:pos:R:3 method="wB97M-V/def2-TZVPD" relative_energy_ev=0.0988 homo_ha=-0.3220 homo_lumo_gap_ha=0.313 charge=0 lumo_ev=-0.25
Pt -0.20 -0.06 -0.22
Cl -2.36 0.51 2.27
C -0.70 0.33 2.73
C 0.24 0.07 1.73
C 1.57 -0.06 2.16
Cl 2.79 -0.38 0.97
C 1.94 0.05 3.49
Cl 3.59 -0.14 3.97
C 0.97 0.30 4.46
Cl 1.41 0.43 6.12
C -0.36 0.45 4.08
Cl -1.56 0.76 5.26
N 0.30 1.74 -3.25
C -0.33 0.56 -3.33
N -0.53 -0.25 -2.31
C -1.17 -1.42 -2.68
C -1.49 -1.50 -3.99
S -0.95 -0.08 -4.82
C -1.33 -2.40 -1.61
C -1.90 -3.62 -1.66
S -1.83 -4.38 -0.10
C -1.01 -2.99 0.53
N -0.82 -2.04 -0.36
N -0.57 -2.95 1.80
H 0.35 2.14 -2.31
H 0.25 2.37 -4.02
H -1.97 -2.30 -4.52
H -2.37 -4.11 -2.49
H -0.90 -3.63 2.46
H -0.25 -2.06 2.16
N -3.98 4.11 0.68
C -2.85 3.87 0.70
N -1.55 3.68 0.78
C -0.93 2.76 0.20
N -0.23 1.98 -0.35

---

Record 3
69
Properties=species:S:1:pos:R:3 method="wB97M-V/def2-TZVPD" s_squared=16.023 homo_ha="-0.4186 / -0.4177" homo_lumo_gap_ha="0.324 / 0.168" spin_multiplicity=8 charge=+1 lumo_ev="-2.58 / -6.80"
Gd 10.57 11.91 9.15
C 13.19 14.11 12.40
C 12.58 12.94 11.89
N 11.80 13.21 10.88
N 11.78 14.58 10.73
C 12.64 15.10 11.65
B 10.82 15.37 9.82
N 9.33 14.87 10.16
C 8.27 15.60 10.49
C 7.15 14.80 10.57
C 7.61 13.55 10.29
N 8.91 13.56 9.91
N 11.11 15.13 8.36
C 11.33 16.01 7.39
C 11.56 15.35 6.19
C 11.46 14.05 6.57
N 11.19 13.86 7.85
H 13.85 14.19 13.27
H 12.74 11.91 12.22
H 12.70 16.16 11.70
H 10.76 16.59 9.96
H 8.38 16.66 10.66
H 6.14 15.10 10.88
H 7.02 12.61 10.19
H 11.42 17.07 7.68
H 11.78 15.86 5.29
H 11.47 13.21 5.88
N 12.45 10.93 7.73
N 11.78 10.47 6.53
C 10.40 10.18 6.58
O 9.87 9.57 5.72
O 9.82 10.73 7.64
H 13.18 11.58 7.43
H 12.87 10.17 8.26
H 12.24 9.69 6.14
C 6.63 4.76 10.94
C 7.98 4.97 10.97
C 8.47 6.24 11.02
C 7.62 7.35 10.88
C 6.25 7.12 10.80
C 5.78 5.80 10.85
Sb 8.39 9.35 10.67
C 9.04 10.06 12.57
C 9.04 11.42 12.62
C 9.64 12.05 13.67
C 10.30 11.36 14.70
C 10.29 9.96 14.66
C 9.71 9.32 13.55
C 10.42 8.94 10.10
C 10.68 8.18 8.95
C 11.92 7.86 8.59
C 13.05 8.02 9.39
C 12.89 8.63 10.58
C 11.57 9.18 10.91
H 6.18 3.78 10.99
H 8.72 4.20 10.90
H 9.53 6.49 11.14
H 5.56 7.95 10.81
H 4.69 5.63 10.77
H 8.58 12.06 11.86
H 9.50 13.15 13.60
H 10.88 11.97 15.47
H 10.70 9.30 15.48
H 9.52 8.27 13.66
H 9.96 8.05 8.18
H 12.10 7.67 7.52
H 13.97 7.57 9.05
H 13.70 8.83 11.30
H 11.44 9.55 11.91

---

Record 4
17
Properties=species:S:1:pos:R:3 method="wB97M-V/def2-TZVPD" relative_energy_ev=6.8026 homo_ha=-0.2860 homo_lumo_gap_ha=0.326 charge=0 lumo_ev=1.08
C 0.85 -2.18 -0.82
C 0.03 -2.69 0.10
C 0.52 0.98 -0.69
C -0.71 0.97 -1.31
C -0.19 2.07 0.30
C -0.51 1.18 1.43
C 0.82 1.10 0.72
H 0.51 -1.97 -1.83
H 1.88 -1.94 -0.59
H -1.01 -2.92 -0.13
H 0.37 -2.89 1.11
H -0.74 0.91 -2.41
H -1.71 0.98 -0.86
H -0.16 3.14 0.16
H -1.21 0.36 1.26
H -0.55 1.62 2.43
H 1.81 1.27 1.13

---

Record 5
110
Properties=species:S:1:pos:R:3 method="wB97M-V/def2-TZVPD" homo_ha=-0.0537 homo_lumo_gap_ha=0.176 charge=-2 lumo_ev=3.32
Sr 1.15 0.40 -1.09
O 2.71 4.54 -1.71
C 1.84 3.71 -1.52
N 1.40 2.71 -2.32
C 1.49 2.78 -3.66
O 1.84 3.72 -4.37
C 0.98 1.53 -4.40
C 1.28 1.43 -5.75
C 0.74 0.38 -6.47
C -0.09 -0.53 -5.83
C -0.31 -0.36 -4.47
N 0.22 0.64 -3.77
C 1.10 3.74 -0.18
C 1.10 4.91 0.56
C 0.38 4.94 1.75
C -0.27 3.79 2.18
C -0.18 2.65 1.39
N 0.46 2.64 0.23
H 1.91 2.18 -6.20
H 0.96 0.27 -7.53
H -0.53 -1.37 -6.34
H -0.90 -1.08 -3.92
H 1.66 5.76 0.20
H 0.35 5.84 2.35
H -0.82 3.76 3.11
H -0.62 1.71 1.72
C -9.21 -2.05 1.90
S -8.49 -1.16 0.51
C -6.79 -1.07 1.12
C -5.90 -0.39 0.11
C -4.45 -0.24 0.57
N -3.72 -1.46 1.05
P -2.76 -2.01 -0.33
C -4.14 -2.47 -1.48
C -5.17 -3.37 -1.21
C -6.17 -3.61 -2.14
C -6.16 -2.96 -3.37
C -5.13 -2.08 -3.66
C -4.13 -1.83 -2.71
C -2.23 -3.71 0.10
C -0.99 -4.12 -0.39
C -0.55 -5.42 -0.19
C -1.34 -6.32 0.51
C -2.58 -5.93 0.99
C -3.02 -4.63 0.78
P -2.88 -0.84 2.49
C -4.37 -0.76 3.59
C -5.21 -1.85 3.84
C -6.28 -1.74 4.71
C -6.55 -0.53 5.34
C -5.74 0.57 5.10
C -4.65 0.44 4.23
C -2.02 -2.15 3.44
C -0.90 -1.65 4.12
C -0.20 -2.45 5.00
C -0.58 -3.76 5.21
C -1.69 -4.27 4.55
C -2.41 -3.46 3.68
H -10.28 -2.18 1.70
H -9.10 -1.49 2.83
H -8.76 -3.04 2.02
H -6.44 -2.08 1.33
H -6.79 -0.52 2.07
H -6.26 0.64 -0.06
H -5.97 -0.89 -0.85
H -4.44 0.51 1.36
H -3.88 0.22 -0.25
H -5.21 -3.88 -0.25
H -6.97 -4.30 -1.90
H -6.94 -3.15 -4.09
H -5.10 -1.56 -4.61
H -3.34 -1.13 -2.94
H -0.34 -3.41 -0.89
H 0.44 -5.69 -0.55
H -0.98 -7.33 0.69
H -3.20 -6.63 1.55
H -3.99 -4.32 1.16
H -5.02 -2.78 3.33
H -6.92 -2.60 4.89
H -7.40 -0.44 6.01
H -5.94 1.51 5.58
H -4.01 1.30 4.05
H -0.57 -0.64 3.92
H 0.68 -2.05 5.50
H -0.01 -4.40 5.88
H -1.98 -5.30 4.68
H -3.26 -3.88 3.17
S 0.07 -1.32 0.98
C 1.46 -2.26 1.50
C 1.20 -3.49 2.12
C 2.20 -4.32 2.58
C 3.53 -3.93 2.42
C 3.81 -2.72 1.81
C 2.81 -1.85 1.34
S 3.35 -0.31 0.66
H 0.16 -3.79 2.24
H 1.95 -5.27 3.04
H 4.34 -4.57 2.75
H 4.84 -2.41 1.67
S 3.77 0.76 4.30
C 3.27 2.24 4.99
C 1.93 2.39 4.81
N 1.30 1.37 4.15
C 2.16 0.44 3.83
H 3.94 2.94 5.47
H 1.36 3.25 5.13
H 1.94 -0.44 3.25
S 1.69 -2.11 -2.83
C 2.11 -3.58 -2.19
N 2.40 -4.64 -1.80